(1)
Entry from the OMol25 dataset: C30H29N2O3SSiTi as an isolated structure (ωB97M-V with the def2-TZVPD basis set).

```
67
C30H29N2O3SSiTi | the OMol25 dataset | ωB97M-V with the def2-TZVPD basis set
Ti -1.12171 0.06856 -0.98759
S -2.33041 -2.85271 -1.81395
Si 1.44870 -0.15231 -0.86328
O -1.76301 -0.88163 0.64551
O -1.26171 1.47630 -2.22925
O -1.43642 -1.65499 -2.15508
N -1.35824 1.57359 0.45756
N -1.59092 1.11478 1.75454
C -1.98877 -4.00996 -3.16754
C -2.40303 -2.90326 4.24889
C 2.83511 2.91178 -3.33799
C -0.52873 -4.79844 -1.39449
C -1.37659 2.84728 0.29965
C 2.49435 3.88202 -1.17155
C -2.02760 -0.85214 5.44331
C 1.76947 0.06629 1.99539
C 3.34766 -1.36346 0.90666
C -0.85822 5.59088 -2.16098
C -1.07051 4.90222 -0.98961
C -1.10796 2.79422 -2.18390
C -2.29913 -2.21506 5.44905
C 3.44517 -1.07194 3.29250
C 2.85518 4.02096 -2.50332
C -2.23317 -2.22922 3.04821
C 2.44739 1.67522 -2.84194
C -1.41087 -3.84153 -0.60621
C 2.24934 -0.50253 0.81105
C -1.76498 -0.16693 1.74796
C -0.76154 4.87367 -3.35796
C 2.08170 1.51194 -1.50313
C -1.18682 3.50595 -0.97246
C -1.96230 -0.86620 3.03891
C 2.36022 -0.21018 3.22201
C -1.85983 -0.17862 4.24577
C 3.93928 -1.64874 2.13100
C -1.40491 -5.27700 -2.55306
C 2.11540 2.63941 -0.67898
C -0.88635 3.50146 -3.36840
H -0.76224 6.66794 -2.15491
H 3.14668 4.98976 -2.89006
H 1.84982 2.54274 0.36972
H 2.43806 0.81628 -3.50549
H -0.18228 -5.62043 -0.76893
H 4.78832 -2.32003 2.17904
H 2.50885 4.74391 -0.51485
H -1.94397 -0.31442 6.37896
H -0.89541 -3.12466 0.03277
H -1.64572 0.88098 4.22705
H 0.34913 -4.27133 -1.77269
H 2.10172 -1.16428 -1.75057
H 3.74549 -1.81758 0.00593
H -1.54006 3.45489 1.18890
H -0.58511 5.39683 -4.28948
H 0.91512 0.73269 1.96784
H 1.96692 0.24179 4.12485
H -2.61359 -3.96502 4.24846
H -2.89164 -4.15646 -3.75617
H -2.20512 -5.91781 -2.17511
H -2.30918 -2.75033 2.10372
H 3.90401 -1.29295 4.24835
H -0.85023 -5.84844 -3.29645
H 3.11938 3.01257 -4.37897
H -0.81780 2.93707 -4.28898
H -2.16391 -4.36479 -0.01307
H -2.42821 -2.73862 6.38759
H -1.14177 5.43226 -0.04605
H -1.25248 -3.46223 -3.75869
```

Computed properties:
* multiplicity: 2
* ΔE to the lowest compared entry with this formula, charge and spin: 0.0 kcal per mole
* gap between HOMO and LUMO (alpha / beta): 7.136 / 7.191 eV
* expectation value of S²: 0.758
* LUMO level (alpha / beta): 0.060 / 0.025 eV

***

(2)
Entry from the OMol25 dataset: C15H22BBr3F4ORh as an isolated structure (ωB97M-V with the def2-TZVPD basis set).

```
47
C15H22BBr3F4ORh | the OMol25 dataset | ωB97M-V with the def2-TZVPD basis set
Rh 3.53580 -0.81039 0.22534
Br 5.46703 1.09617 -1.28967
Br 2.17377 -1.13405 2.60996
Br 6.05780 -0.47844 1.35742
F 2.96349 -3.25465 -2.62560
F 4.39288 -1.94805 -1.35673
F 2.91328 -0.88177 -2.81326
F 2.13911 -1.94845 -0.90306
O 1.93505 0.60529 0.12273
C -3.20900 -2.61785 2.15487
C -1.68506 -0.77756 1.16151
C -0.39699 0.98582 0.09758
C -0.59202 -1.24388 1.89892
C -1.64544 2.95396 -0.98947
C -0.32433 2.22771 -0.72186
C 0.58774 -0.72299 1.64160
C 0.76868 0.36620 0.65176
C -4.11358 -0.29701 1.48248
C 6.70805 -0.08486 -0.42688
C -3.07632 -1.49219 1.12233
C 0.24877 1.79048 -2.02698
C -3.34495 -1.99621 -0.26752
C 0.70575 3.17191 0.00018
C -1.55864 0.36297 0.34925
B 3.06009 -2.06085 -2.05111
H 1.14814 1.26628 -1.79148
H -3.27968 -1.09628 -0.88824
H 7.65676 0.44454 -0.36957
H -0.67528 -2.21534 2.34574
H -4.20242 -3.03717 2.05678
H -4.42139 -2.16447 -0.26509
H -3.03946 -2.09532 3.11767
H -2.73417 -2.79486 -0.75067
H -4.52639 0.06903 0.57049
H -2.50244 0.75325 -0.11268
H -3.65961 0.59876 1.99134
H 0.49473 2.52527 -2.82070
H -2.15852 3.35025 -0.11790
H 6.77570 -1.01604 -0.97543
H -4.88033 -0.60420 2.12393
H -1.51599 3.77882 -1.67207
H -2.48333 -3.36575 1.93351
H 1.75204 2.72240 -0.00029
H 0.34667 3.47024 1.04202
H -0.30354 1.18420 -2.79963
H -2.23374 2.24204 -1.58582
H 0.73128 4.17307 -0.43566
```

Computed properties:
* multiplicity: 5
* ΔE to the lowest compared entry with this formula, charge and spin: 17.8 kcal per mole
* gap between HOMO and LUMO (alpha / beta): 9.094 / 7.282 eV
* expectation value of S²: 6.029
* LUMO level (alpha / beta): -3.082 / -6.011 eV
* net charge: +1

***

(3)
Entry from the OMol25 dataset: C3H4S as an isolated structure (ωB97M-V with the def2-TZVPD basis set).

```
8
C3H4S | the OMol25 dataset | ωB97M-V with the def2-TZVPD basis set
S 1.26132 0.76389 0.74679
C 1.02586 -0.40562 -0.48326
C -0.54306 0.67832 0.76685
C -0.31864 -0.54210 -0.54786
H -1.11376 1.56865 0.23188
H 1.64883 -0.92587 -1.23227
H -1.14123 0.29324 1.49984
H -0.81931 -1.43050 -0.98197
```

Computed properties:
* ΔE to the lowest compared entry with this formula, charge and spin: 35.0 kcal per mole
* gap between HOMO and LUMO: 9.285 eV
* LUMO level: 0.938 eV

***

(4)
Entry from the OMol25 dataset: C52H66N12O5RbTe as an isolated structure (ωB97M-V with the def2-TZVPD basis set).

```
137
C52H66N12O5RbTe | the OMol25 dataset | ωB97M-V with the def2-TZVPD basis set
Te -0.44187 -3.30725 3.59321
Rb -0.06665 -0.19232 0.96185
O -0.60674 0.83807 3.38284
O 7.56608 2.92800 -0.00990
O -2.12468 -3.67448 2.18903
O -4.35151 -0.66725 -1.69651
O 7.94636 0.90537 -0.91031
N -4.08118 1.89290 1.55672
N -0.47007 -1.38868 3.35502
N -0.13541 4.10890 -3.58999
N 3.01264 0.82956 0.15078
N 1.26591 2.81008 0.86669
N 1.92107 -1.35688 -1.09695
N -0.08258 1.77314 -2.83848
N -2.69295 1.93171 -0.29422
N -3.45677 -1.37682 -0.88395
N -3.81204 3.91902 0.62602
N 1.78086 2.91251 -3.53757
N -2.64232 -2.85913 1.23520
C 5.74508 1.42673 -0.18742
C -2.51920 -4.85895 -0.21525
C 1.41620 -2.89225 7.70032
C -4.51800 -3.37340 -1.85331
C 2.11385 -3.65445 -1.82493
C -1.77737 -6.79674 5.81192
C -3.43290 2.55465 0.53863
C 0.42054 2.83851 -3.28920
C 5.23507 0.21152 -0.55674
C 3.52879 2.00274 0.52118
C 4.07814 -2.46685 -1.12499
C 0.44888 -2.99739 6.69792
C 2.10376 4.80293 2.60738
C -3.60075 -2.64454 -0.91817
C 0.84715 -3.07270 5.36379
C 0.74976 4.62933 2.34039
C -0.98963 -3.01276 7.14655
C 3.01503 3.95728 2.01442
C 0.37591 -6.11369 4.80578
C 2.56829 2.95657 1.14008
C 3.80026 -2.73956 8.50150
C -3.89427 -3.27962 4.61699
C -3.75689 -5.49572 5.69229
C 2.21438 -2.98738 5.05363
C -0.97298 -0.25548 3.84406
C 3.51153 -3.62146 -1.57879
C -1.95167 -0.23164 5.00092
C 3.85026 -0.08205 -0.40983
C -3.12003 -6.64667 6.12415
C 2.71302 -2.97855 3.63124
C -4.57434 4.10481 1.85347
C 7.23334 1.78626 -0.39326
C 0.90788 4.94619 -4.15988
C -1.72901 -4.65055 4.71539
C -1.07329 -5.82621 5.10897
C 2.76748 -2.84196 7.41177
C -2.87874 5.01143 0.38910
C 0.40029 3.61222 1.47121
C 3.14738 -2.87715 6.07618
C -5.09528 2.71198 2.15656
C 1.41286 -2.49072 -1.55328
C 2.18206 4.29256 -3.64622
C -1.81257 2.56673 -1.25950
C -1.42256 1.57119 -2.36271
C -4.11273 0.45997 1.71907
C 3.28702 -1.30994 -0.88227
C 4.85567 2.36465 0.37071
C -3.08900 -4.49271 4.99126
C -3.86109 -7.71996 6.87375
C -1.40694 4.21811 -4.26276
C -2.85867 -3.43334 0.09994
C 2.67283 1.99037 -2.85660
H -1.25899 -7.70352 6.10791
H 3.33766 -2.50665 9.46053
H 0.55313 -7.18846 4.85755
H 2.29338 -2.14200 3.06681
H 0.87153 4.92101 -5.26068
H -3.42129 -5.45053 -0.39407
H -2.18632 3.67827 -3.73823
H -5.06737 0.03825 1.38151
H -3.92360 4.45804 2.66447
H -0.87539 2.85401 -0.76937
H -2.60588 5.10460 -0.65549
H 4.34847 -3.67758 8.61284
H 1.03865 -5.62117 5.51910
H -3.96972 0.21498 2.77227
H -5.23411 -3.97839 -1.29211
H 1.09111 -2.82851 8.73418
H -0.00856 5.24109 2.81120
H -2.18122 1.55919 -3.15750
H -2.23672 3.46729 -1.71053
H 2.13314 1.07581 -2.62133
H -1.96645 4.92305 0.98493
H 0.33687 -2.47525 -1.72858
H 4.06838 4.03578 2.23544
H 3.52612 1.75858 -3.49509
H 2.45367 -3.89473 3.09564
H -3.97258 -8.61914 6.26438
H 3.79704 -2.87460 3.60673
H 2.48223 4.70152 -2.66999
H 5.24277 3.33630 0.63584
H 5.91471 -0.49223 -1.02157
H -1.65913 -2.61195 6.39031
H -3.32840 -0.00917 1.13475
H -1.36124 3.84272 -5.29549
H 5.13891 -2.43394 -0.91210
H 4.19771 -2.79969 5.81949
H -4.85749 -7.38293 7.15707
H -3.32806 -8.00524 7.78236
H 3.03912 2.42200 -1.91905
H -6.08536 2.53600 1.70647
H 0.66840 -5.78319 3.80732
H -4.11259 0.25549 -1.45555
H -3.44419 -2.73030 3.79650
H -1.10057 -2.40486 8.04623
H -2.48090 0.71940 4.99830
H -1.32708 -4.02524 7.37826
H -1.38466 -0.30882 5.93047
H -0.64372 3.39956 1.27044
H -5.16959 2.51907 3.22971
H -4.89664 -3.58254 4.31130
H 4.12140 -4.50426 -1.73232
H 2.43897 5.57207 3.29285
H -2.65642 -1.05393 4.95638
H 0.79722 5.98417 -3.83482
H 1.61248 -4.53668 -2.19688
H -1.69517 5.27147 -4.29812
H -1.44320 0.57051 -1.92636
H -1.97186 -5.29418 0.61700
H -5.37220 4.83600 1.70323
H -1.90470 -4.91293 -1.11728
H -5.05588 -2.67373 -2.48652
H -3.94127 -4.05399 -2.48300
H -4.81357 -5.36205 5.90218
H 3.02206 4.40907 -4.33587
H -4.00939 -2.62551 5.48542
H 4.53018 -1.96132 8.27748
H -3.38080 5.93623 0.68131
```

Computed properties:
* multiplicity: 2
* ΔE to the lowest compared entry with this formula, charge and spin: 31.5 kcal per mole
* gap between HOMO and LUMO (alpha / beta): 2.102 / 5.516 eV
* expectation value of S²: 0.771
* LUMO level (alpha / beta): 3.149 / 3.146 eV
* net charge: -2

***

(5)
Entry from the OMol25 dataset: C7H8Br2 as an isolated structure (ωB97M-V with the def2-TZVPD basis set).

```
17
C7H8Br2 | the OMol25 dataset | ωB97M-V with the def2-TZVPD basis set
Br 1.13420 1.88069 3.69696
Br 3.23192 1.40221 1.39059
C -0.49338 1.11946 1.07037
C -0.44286 -0.67019 -0.71496
C -0.27514 -0.29039 -2.16405
C -1.52123 -1.18190 0.22775
C 1.80431 2.34710 2.04951
C -0.72301 0.00958 0.46064
C 0.68754 -1.23952 -1.47873
H 0.61157 -2.23302 -1.83170
H -1.04697 -0.71854 -2.84923
H -2.50711 -1.21400 -0.05665
H 1.56246 -0.95880 -0.94536
H -1.09492 1.29149 1.85448
H 0.01736 0.66945 -2.19106
H -1.14528 -2.04794 0.80615
H 0.20053 1.83431 0.67529
```

Computed properties:
* ΔE to the lowest compared entry with this formula, charge and spin: 130.9 kcal per mole
* gap between HOMO and LUMO: 7.774 eV
* LUMO level: -1.050 eV

***

(6)
Entry from the OMol25 dataset: C31H29AsCl2N2O6ReS5 as an isolated structure (ωB97M-V with the def2-TZVPD basis set).

```
77
C31H29AsCl2N2O6ReS5 | the OMol25 dataset | ωB97M-V with the def2-TZVPD basis set
Re -0.66861 3.12549 -0.95402
As -2.00366 5.97626 -2.09404
Cl 1.89063 0.88101 5.44175
Cl -2.66399 1.53107 2.53437
S -2.21242 4.52414 -0.25376
S -0.35277 4.42497 -2.71195
S -3.60068 5.78328 -3.35362
S 1.13123 -2.10146 -4.24719
S -1.20434 7.76583 -1.53091
O 0.85959 3.60012 -0.03066
O -1.80130 1.86894 -1.74288
O -2.95315 -0.03024 -1.46521
O 2.23466 -1.21325 -4.36631
O 0.38582 -2.55131 -5.37405
O 2.44381 2.23600 0.77452
N 0.18221 2.30879 3.47773
N -0.11564 -1.12130 -3.20401
C 1.88880 4.13629 2.11823
C 1.27019 -5.90767 -3.10413
C -2.06645 0.41391 -3.64241
C -1.82817 5.42366 3.82713
C 0.56095 4.56433 2.70771
C -2.34336 0.69205 -2.18071
C 1.17759 -5.23348 -0.70443
C 2.86325 -1.87313 -1.51558
C -0.23952 3.66021 3.40935
C 1.81079 3.22861 0.93215
C -0.46858 1.25903 4.14448
C 0.11277 5.86878 2.51906
C 1.25561 -7.64711 -1.23337
C 0.23323 0.48815 5.08675
C 1.22015 -6.17972 -1.64400
C 0.03501 -0.22168 0.11250
C -1.76957 0.83597 3.85421
C -2.36967 -0.21093 4.53836
C 0.66421 -0.92347 -0.83512
C -1.45797 -0.95832 -3.88694
C 2.35934 -3.25621 -1.86836
C -1.66156 -0.91122 5.49596
C -0.17871 -1.73474 -1.80125
C -1.08809 6.30317 3.05407
C 1.29264 -3.40610 -3.02349
C 1.29130 -4.74017 -3.74076
C 0.19056 -3.22326 -1.95495
C -0.34032 -0.57584 5.75229
C 2.13427 -0.88649 -1.00098
C 1.21381 -3.73934 -0.90529
C -1.40347 4.11628 4.01400
H -2.74819 5.75377 4.29607
H -2.10504 -1.74175 -3.50405
H 0.52913 -7.85621 -0.44525
H 2.52831 3.60590 2.82131
H 0.72981 6.56170 1.95319
H 1.03810 -8.30832 -2.07438
H 1.19661 -3.22445 0.05006
H 1.28222 -6.79043 -3.73540
H 0.36155 -0.21743 -3.16437
H -3.38759 -0.48322 4.28841
H 2.62969 0.01642 -0.65942
H -1.42348 7.31988 2.89037
H 1.31207 -4.72970 -4.82525
H 1.14654 -5.56102 0.33168
H 0.61112 0.32254 0.86023
H 2.24325 -7.91518 -0.85193
H -3.02240 0.43927 -4.16728
H -1.96604 3.45631 4.66188
H -1.20713 -1.67341 -1.47250
H -1.04267 -0.30489 0.25245
H -2.13044 -1.72616 6.03227
H 1.17749 2.18803 3.45180
H 0.24723 -1.12904 6.47428
H 2.41431 5.04147 1.80713
H -0.69439 -3.83776 -2.10164
H -1.43386 1.20269 -4.04896
H 3.93222 -1.71676 -1.61838
H 3.18415 -3.95016 -1.97722
H -1.31305 -1.11203 -4.94937
```

Computed properties:
* ΔE to the lowest compared entry with this formula, charge and spin: 72.5 kcal per mole
* gap between HOMO and LUMO: 5.688 eV
* LUMO level: -4.482 eV
* net charge: +1

***

(7)
Entry from the OMol25 dataset: C23H20F6InO4 as an isolated structure (ωB97M-V with the def2-TZVPD basis set).

```
54
C23H20F6InO4 | the OMol25 dataset | ωB97M-V with the def2-TZVPD basis set
In 0.87251 2.02711 4.05559
F -1.76448 -1.38834 3.58428
F -4.14346 -0.54452 1.20818
F -2.35919 -2.24671 1.68837
F -4.57370 -0.15698 3.29387
F 0.51424 -0.67032 1.85580
F -3.62304 -2.48873 3.42376
O 3.47317 -0.62608 -3.13344
O 0.69648 -1.59658 5.15688
O 2.61690 -1.16427 2.30278
O -1.40193 -0.58880 -5.38632
C 0.90734 -0.18901 -5.63615
C -1.05091 -1.91474 -1.42897
C -2.70326 0.93100 2.33098
C 1.16446 -1.07737 -2.87662
C 0.75811 0.21978 -6.95662
C -0.10389 -1.06638 -3.46762
C -0.30384 -0.61484 -4.86978
C 1.83793 -0.29737 2.14106
C 0.85380 0.69210 5.85046
C -1.16979 2.60919 3.44700
C 0.19920 -0.59248 5.62745
C -1.20900 -1.48441 -2.73579
C 2.36828 -0.63187 -3.63069
C 2.17066 -0.19090 -5.04763
C 1.86359 0.62393 -7.68460
C -2.30589 1.58859 3.66003
C 3.27786 0.21674 -5.78256
C 1.90610 1.14271 2.24908
C -3.54562 -0.31030 2.41580
C 3.12446 0.62296 -7.09673
C -2.80550 -1.63103 2.80097
C 0.20874 -1.92881 -0.84167
C 1.31412 -1.50449 -1.56239
H -3.19800 2.08026 4.07292
H 3.98787 0.94200 -7.66661
H -1.81041 0.68545 1.73906
H -1.91330 -2.22955 -0.85520
H 1.91683 0.55567 6.08483
H 4.24744 0.20810 -5.30313
H 2.95039 1.46267 2.28847
H -2.03260 0.81107 4.38401
H -0.23281 0.21614 -7.39023
H 1.36441 1.62345 1.43248
H 0.32859 -2.24821 0.18556
H -0.88699 -0.61082 5.89084
H -2.18245 -1.46146 -3.20671
H -1.39495 3.55222 3.96070
H -3.30512 1.63336 1.73924
H 1.82214 3.45845 4.48182
H 0.34978 1.23912 6.65449
H 2.29764 -1.49153 -1.11169
H -1.11856 2.86276 2.37709
H 1.74566 0.94207 -8.71268
```

Computed properties:
* gap between HOMO and LUMO: 6.420 eV
* LUMO level: 0.863 eV
* net charge: -1